Molecular formula: CH6N3
Method: DFT, the ωB97M-V functional and the def2-TZVPD basis

Geometry as XYZ:
```
10
Properties=species:S:1:pos:R:3:nbo_charge:R:1
C 0.7771 -0.2657 0.6352 0.107
N -0.9713 0.5174 -0.6045 -0.185
N 1.8452 0.4553 0.8815 -0.683
N -1.6847 -0.3244 -1.2091 -0.437
H 1.0357 -1.2088 0.9938 0.144
H -1.5737 0.7350 0.2453 0.372
H 1.9189 1.4439 0.5124 0.429
H 2.6056 0.0320 1.4154 0.421
H -1.5051 -0.4535 -2.2309 0.423
H -2.4477 -0.9312 -0.6391 0.411
```

Values from the calculation:
**LUMO (spin up / spin down)**: -4.83 / -4.83 eV
**Kohn-Sham gap (spin up / spin down)**: 9.1 / 9.1 eV
**E_tot**: -5593.426 eV
**Relative energy (zero: lowest compared OMol25 entry of this formula, charge and spin)**: 532.5 kJ/mol
**Total charge**: +1
**Multiplicity**: 1
**F_max**: 3.531 eV Å⁻¹

Molecular formula: CH6N3O
Method: DFT, the ωB97M-V functional and the def2-TZVPD basis

Geometry as XYZ:
```
11
Properties=species:S:1:pos:R:3:nbo_charge:R:1
C 1.4406 0.3524 0.1946 0.761
N 1.2781 -0.5420 -0.6588 -0.844
N -1.2795 -0.4895 -0.4433 -0.431
N 1.1004 1.3366 0.8650 -0.708
O -1.7015 0.2496 0.6513 -0.505
H 1.8511 -1.3676 -0.9182 0.477
H -1.8543 -1.3253 -0.5921 0.433
H -0.1588 -0.9880 -0.4621 0.438
H -1.1693 0.1166 -1.2431 0.409
H 1.4712 1.8274 1.6344 0.461
H -0.9781 0.8297 0.9724 0.508
```

Values from the calculation:
**LUMO**: -4.59 eV
**Kohn-Sham gap**: 10.7 eV
**E_tot**: -7641.882 eV
**Relative energy (zero: lowest compared OMol25 entry of this formula, charge and spin)**: 260.9 kJ/mol
**Total charge**: +1
**Multiplicity**: 1
**F_max**: 4.398 eV Å⁻¹